Below is one molecule with the formula C4H8OS in a non-equilibrium geometry, with properties calculated with wB97M-V/def2-TZVPD.

Element x y z (Å)
C  -0.9165  -1.0528  -0.8236
C  -0.0023  0.1048  -0.3218
C  -0.8254  1.3329  0.4791
C  1.3676  -0.1952  0.1361
H  -0.1341  -1.8651  -1.0946
H  -1.6000  -0.4095  -1.6489
H  -1.7914  -1.4985  0.0625
H  0.4419  0.3887  -1.4241
H  -1.9404  1.4817  0.2077
H  -0.2211  2.3259  0.4288
H  -0.6996  0.9603  1.6442
H  2.1871  -0.8165  1.6313
O  1.3024  -1.0635  1.1778
S  2.8319  0.3068  -0.4547

## Properties
LUMO level   0.05 eV
HOMO level   -9.1 eV
SMILES   CC(C)C(O)=S
Gap between HOMO and LUMO   0.3365 Eh
ΔE to the lowest compared entry with this formula, charge and spin   72.77 kcal/mol

Below is C26H17BrF4N3NiOPS as an isolated structure, with properties calculated with wB97M-V/def2-TZVPD.

Element x y z (Å)
Ni  -0.0456  0.0569  0.0853
N  1.8125  3.4642  1.8309
C  1.1190  2.3408  1.5041
S  1.4812  1.6085  -0.0269
N  0.2267  1.8893  2.3267
N  -0.4409  0.7835  1.8384
C  -1.3485  0.3250  2.6329
C  -2.1725  -0.8252  2.3803
C  -3.1593  -1.1390  3.3266
C  -3.9774  -2.2357  3.1818
C  -3.8084  -3.0603  2.0665
C  -2.8527  -2.7823  1.1192
C  -2.0073  -1.6536  1.2383
O  -1.1175  -1.4490  0.3097
H  2.6710  3.6332  1.3384
H  1.7760  3.7430  2.7981
H  -1.4996  0.8591  3.5671
H  -3.2668  -0.4941  4.1907
H  -4.7313  -2.4593  3.9235
H  -4.4327  -3.9360  1.9412
H  -2.7091  -3.4301  0.2642
F  2.2249  -2.8742  -6.0373
C  1.5714  -2.1163  -5.1691
C  0.6329  -1.2017  -5.6141
F  0.3848  -1.0792  -6.9123
C  -0.0374  -0.4193  -4.6880
F  -0.9256  0.4531  -5.1641
C  0.1891  -0.5152  -3.3196
P  -0.7751  0.4890  -2.1256
C  -2.5040  0.1308  -2.5890
C  -3.2271  0.8940  -3.5059
C  -4.5331  0.5551  -3.8148
C  -5.1266  -0.5516  -3.2227
C  -4.4092  -1.3210  -2.3239
C  -3.1032  -0.9827  -2.0059
C  -0.4712  2.1977  -2.6497
C  0.6611  2.5529  -3.3742
C  0.9302  3.8852  -3.6430
C  0.0798  4.8747  -3.1762
C  -1.0392  4.5281  -2.4340
C  -1.3130  3.1976  -2.1682
C  1.1462  -1.4426  -2.8950
Br  1.6094  -1.6879  -1.0834
C  1.8264  -2.2321  -3.8110
F  2.7390  -3.1166  -3.4189
H  -2.7706  1.7503  -3.9803
H  -5.0872  1.1550  -4.5244
H  -6.1481  -0.8118  -3.4663
H  -4.8629  -2.1841  -1.8541
H  -2.5400  -1.5747  -1.3018
H  1.3457  1.7922  -3.7285
H  1.8114  4.1482  -4.2127
H  0.2919  5.9148  -3.3842
H  -1.7003  5.2956  -2.0538
H  -2.1817  2.9418  -1.5739

## Properties
LUMO level (alpha / beta)   0.12 / -0.05 eV
HOMO level (alpha / beta)   -7.4 / -7.5 eV
Gap between HOMO and LUMO (alpha / beta)   0.2745 / 0.2734 Eh
ΔE to the lowest compared entry with this formula, charge and spin   12.49 kcal/mol

Below is one molecule with the formula C4H10O2 in a non-equilibrium geometry, with properties calculated with wB97M-V/def2-TZVPD.

Element x y z (Å)
C  -0.0587  0.3179  -1.8154
O  -0.3483  1.5171  -2.5058
C  0.1718  0.6462  -0.2815
C  0.0358  -0.5977  0.5228
C  0.6230  -0.4138  1.9887
O  -1.3551  -0.9118  0.7808
H  -0.8143  -0.4748  -1.8862
H  0.8621  -0.1557  -2.1690
H  -1.1870  1.8067  -2.1502
H  1.1501  1.0965  -0.3859
H  -0.5892  1.3885  0.0016
H  0.6399  -1.4198  0.1066
H  0.5345  0.6790  2.1253
H  0.0997  -0.8395  2.8392
H  1.6633  -0.7629  1.9285
H  -1.4276  -1.8758  0.9006

## Properties
LUMO level   0.86 eV
HOMO level   -9.7 eV
SMILES   C[C@@H](O)CCO
Gap between HOMO and LUMO   0.3892 Eh
ΔE to the lowest compared entry with this formula, charge and spin   34.66 kcal/mol

Below is one molecule with the formula CHFN2O in a non-equilibrium geometry, with properties calculated with wB97M-V/def2-TZVPD.

Element x y z (Å)
C  1.9690  0.0386  0.1140
N  -0.3637  0.5298  -0.7237
N  0.7654  -0.1156  -0.6364
O  2.4627  1.0415  0.5425
F  2.7076  -1.0445  0.0482
H  -0.8115  0.7683  -1.7232

## Properties
LUMO level (alpha / beta)   -1.76 / -1.75 eV
HOMO level (alpha / beta)   -9.8 / -9.8 eV
SMILES   [H]/N=N/C(=O)F
Gap between HOMO and LUMO (alpha / beta)   0.2973 / 0.2974 Eh
ΔE to the lowest compared entry with this formula, charge and spin   32.81 kcal/mol

Below is a 14-piece molecular cluster, C28H84N2O14 overall in a non-equilibrium geometry, with properties calculated with wB97M-V/def2-TZVPD.

Element x y z (Å)
C  -10.4525  -14.9623  6.0089
O  -11.0213  -14.2378  6.9410
H  -9.5713  -14.4709  5.5880
H  -11.1798  -15.3430  5.2843
H  -10.1163  -15.7568  6.6456
H  -10.5289  -13.4207  6.8447
C  -10.8081  -11.3966  5.9709
O  -9.7506  -11.9208  6.7204
H  -11.1225  -12.1898  5.2705
H  -10.4434  -10.4935  5.4498
H  -11.6773  -11.2478  6.6361
H  -9.6784  -11.4071  7.5033
C  -12.6581  -12.4985  9.7342
O  -12.7261  -11.3378  8.8980
H  -11.9276  -12.4026  10.5019
H  -12.3537  -13.4216  9.1590
H  -13.6800  -12.5217  10.1933
H  -13.3937  -11.5164  8.1327
C  -13.3034  -16.7860  7.1107
O  -13.1000  -18.1327  7.0825
H  -12.3569  -16.2833  7.1395
H  -13.7265  -16.4375  7.9744
H  -13.9271  -16.4659  6.2794
H  -13.6255  -18.6159  7.7491
C  -18.5571  -14.0286  4.3569
O  -18.4523  -12.8829  3.4855
H  -18.6722  -14.8814  3.7934
H  -19.4968  -14.0380  5.0326
H  -17.6674  -14.2147  4.9415
H  -19.2944  -12.8927  3.0182
C  -13.0665  -11.0427  2.9926
O  -13.6651  -12.3102  3.0492
H  -12.6549  -10.7661  2.0822
H  -12.1592  -11.1588  3.5627
H  -13.6234  -10.2719  3.5409
H  -14.0884  -12.5185  3.9172
C  -14.3362  -13.2112  5.8333
O  -14.4113  -12.5913  7.0749
N  -15.2848  -13.1390  4.9820
N  -13.3904  -14.0183  5.4596
H  -16.0937  -12.5820  5.1328
H  -15.2831  -13.7817  4.1638
H  -12.5461  -14.2474  6.0471
H  -13.4255  -14.5170  4.6238
C  -16.1160  -9.7232  5.6650
C  -17.4583  -10.3302  5.3969
C  -17.9044  -10.0155  4.0284
O  -17.5129  -11.5747  5.6145
H  -15.2901  -9.9560  5.0461
H  -15.8408  -10.1458  6.6436
H  -16.1213  -8.6494  5.7477
H  -18.1371  -9.8022  6.0843
H  -17.3303  -10.6301  3.3876
H  -17.7892  -9.0215  3.8162
H  -18.8939  -10.4279  3.7312
H  -18.0505  -12.0271  4.9508
C  -16.1332  -12.0832  1.4592
C  -15.4768  -12.6940  0.2663
C  -16.0204  -12.2131  -1.0107
O  -14.2386  -12.6763  0.2580
H  -16.0450  -12.6623  2.3419
H  -17.1849  -12.0070  1.3847
H  -15.7750  -11.0528  1.4401
H  -15.7474  -13.7908  0.1642
H  -15.9503  -13.0005  -1.7457
H  -15.4029  -11.3547  -1.2952
H  -17.0123  -11.8737  -0.8943
H  -13.9078  -12.5364  1.1250
C  -17.4879  -14.1758  8.0457
C  -16.4749  -15.1555  8.5193
C  -16.4693  -16.4414  7.6787
O  -15.2791  -14.8492  8.4421
H  -16.9982  -13.6946  7.2547
H  -17.6945  -13.4510  8.8435
H  -18.3056  -14.7478  7.6454
H  -16.6050  -15.5003  9.4987
H  -15.8111  -17.2734  7.9483
H  -16.2009  -16.2979  6.6708
H  -17.3464  -17.0044  7.7203
H  -14.9686  -14.8599  7.5158
C  -10.9410  -13.9131  2.8673
C  -11.2841  -14.0633  1.3491
C  -9.9641  -14.6471  0.7434
O  -12.2381  -14.7587  1.1355
H  -11.8231  -13.8458  3.4020
H  -10.2315  -13.1533  3.0688
H  -10.4154  -14.8082  3.2438
H  -11.3803  -13.0275  0.9825
H  -9.5858  -15.5757  1.1395
H  -9.1961  -13.9841  1.0761
H  -9.9061  -14.7482  -0.2960
H  -12.3325  -14.8464  0.1798
C  -15.1578  -16.5210  1.4889
C  -15.4008  -15.7424  2.7581
C  -15.7459  -16.6772  3.9077
O  -14.4298  -14.9295  3.0143
H  -16.1328  -16.7200  1.0534
H  -14.5998  -17.4643  1.7703
H  -14.5265  -16.0650  0.7560
H  -16.2367  -15.0426  2.6884
H  -14.9974  -17.2965  4.3655
H  -16.6157  -17.2407  3.6085
H  -16.2450  -15.9144  4.6752
H  -13.9582  -14.8042  2.2317
C  -16.9355  -8.6621  9.2055
C  -17.0307  -10.1623  9.1885
C  -15.7629  -10.8783  9.5354
O  -17.8993  -10.5943  9.9428
H  -17.9142  -8.2183  9.2301
H  -16.4034  -8.1071  8.4043
H  -16.4267  -8.1430  10.0192
H  -17.2989  -10.3318  8.1386
H  -15.5271  -10.8093  10.6565
H  -14.9752  -10.3267  9.0227
H  -15.6391  -11.9400  9.2237
H  -18.2449  -9.8343  10.3949
C  -12.2001  -17.1782  3.3151
C  -12.0584  -18.4162  4.2339
C  -11.4795  -19.5480  3.3774
O  -11.2171  -18.2571  5.1213
H  -11.2579  -16.8672  2.9419
H  -12.8043  -16.4943  3.8734
H  -12.6661  -17.4423  2.3822
H  -13.0275  -18.8211  4.5687
H  -12.0960  -19.8315  2.5010
H  -11.1980  -20.3788  3.8854
H  -10.5445  -19.1971  2.9690
H  -11.7130  -18.0484  5.8989

## Properties
LUMO level   0.16 eV
HOMO level   -8.8 eV
Gap between HOMO and LUMO   0.3301 Eh
ΔE to the lowest compared entry with this formula, charge and spin   293.36 kcal/mol

Among the records above, which one has the lowest ΔE to the lowest compared entry with this formula, charge and spin? C26H17BrF4N3NiOPS

Number 4 is which compound? CHFN2O

Among the records above, which one has the highest ΔE to the lowest compared entry with this formula, charge and spin? C28H84N2O14